(1)
C41H37N10O3PSSeV as an isolated structure, computed with ωB97M-V/def2-TZVPD.

## Properties
Spin multiplicity   2
Expectation value of S²   0.90
Frontier orbital gap (spin up / spin down)   5.27 / 6.24 eV
E_LUMO (spin up / spin down)   -0.41 / -0.24 eV

Last column: Mulliken charge in e.
Cartesian coordinates (Å):
V 0.964 0.555 -1.486  0.80
N -0.675 3.342 -2.863  0.29
C -0.425 2.391 -3.756  0.57
N -0.876 2.572 -4.995  -0.83
C -0.530 1.630 -5.867  0.16
N -1.015 1.752 -7.118  -0.37
N 0.255 0.575 -5.619  -0.77
C 0.652 0.470 -4.364  0.06
N 0.309 1.307 -3.355  0.34
C 1.608 -0.578 -4.021  1.06
C 2.155 -1.418 -4.988  -0.86
C 3.178 -2.265 -4.649  -0.71
C 3.650 -2.233 -3.333  -0.93
C 3.069 -1.404 -2.413  -0.48
N 2.020 -0.580 -2.723  0.80
H -1.378 4.016 -3.114  0.34
H -0.468 3.153 -1.874  -0.81
H -1.492 2.599 -7.365  0.26
H -0.659 1.143 -7.832  0.25
H 1.759 -1.360 -5.992  0.54
H 3.622 -2.924 -5.383  0.43
H 4.479 -2.856 -3.024  0.48
H 3.427 -1.354 -1.396  0.48
O 4.014 0.009 0.381  -0.91
S 2.719 0.113 1.024  1.80
O 2.379 1.429 1.501  -0.63
O 1.637 -0.513 0.163  -0.25
C 2.757 -0.922 2.467  -0.30
C 4.030 -1.268 2.905  -0.71
C 4.186 -2.026 4.055  -0.76
C 3.064 -2.437 4.760  -0.83
C 1.798 -2.096 4.303  -0.42
C 1.612 -1.339 3.149  -0.42
P -0.100 -0.919 2.559  1.29
C -0.643 -2.569 1.972  0.36
C -2.009 -2.804 1.794  -0.34
C -2.463 -3.982 1.216  -0.82
C -1.556 -4.943 0.786  -0.66
C -0.196 -4.713 0.934  -0.61
C 0.257 -3.534 1.517  -0.66
C -0.956 -0.726 4.174  0.15
C -1.716 -1.684 4.840  0.04
C -2.291 -1.397 6.074  -0.70
C -2.106 -0.153 6.657  -0.50
C -1.358 0.814 5.996  -0.60
C -0.799 0.533 4.759  -0.70
H 4.885 -0.935 2.333  0.59
H 5.178 -2.298 4.395  0.40
H 3.171 -3.025 5.663  0.42
H 0.929 -2.425 4.861  0.46
H -2.730 -2.059 2.119  0.57
H -3.528 -4.146 1.100  0.47
H -1.908 -5.865 0.337  0.38
H 0.520 -5.455 0.600  0.40
H 1.322 -3.369 1.628  0.32
H -1.856 -2.667 4.402  0.39
H -2.882 -2.151 6.579  0.42
H -2.547 0.066 7.622  0.38
H -1.222 1.792 6.441  0.42
H -0.236 1.295 4.229  0.40
C 3.968 4.060 0.736  -0.90
N 3.022 4.128 -0.388  -0.03
C 2.029 5.209 -0.366  -0.87
C 2.708 3.019 -1.008  0.55
N 2.446 2.078 -1.635  -0.33
H 3.431 3.959 1.676  0.27
H 4.567 4.970 0.733  0.36
H 4.610 3.193 0.613  0.34
H 1.317 5.055 0.445  0.29
H 1.494 5.228 -1.312  0.28
H 2.560 6.151 -0.232  0.35
Se -0.318 2.112 0.136  -0.42
C -2.201 2.414 -0.027  0.17
C -3.126 1.408 0.256  -0.21
C -4.493 1.654 0.185  -0.41
C -4.962 2.916 -0.148  -0.74
C -4.052 3.937 -0.391  -0.64
C -2.685 3.688 -0.330  -0.79
H -2.765 0.426 0.545  0.73
H -5.193 0.852 0.390  0.51
H -6.026 3.105 -0.215  0.37
H -4.407 4.935 -0.622  0.39
H -1.980 4.495 -0.503  0.46
N -5.344 -0.509 -2.060  -0.60
C -4.253 -0.861 -1.988  -0.22
C -2.889 -1.333 -1.877  0.00
C -2.615 -2.694 -1.874  -0.53
C -1.303 -3.089 -1.722  -0.91
C -0.320 -2.125 -1.585  -0.44
N -0.574 -0.806 -1.597  1.37
C -1.852 -0.424 -1.741  -1.00
H -3.416 -3.413 -1.985  0.52
H -1.030 -4.134 -1.698  0.69
H 0.711 -2.408 -1.429  0.32
H -2.049 0.639 -1.746  1.18

(2)
C41H38Cl3F3Ge2MoN3S2 as an isolated structure, computed with ωB97M-V/def2-TZVPD.

## Properties
Spin multiplicity   4
Expectation value of S²   3.77
Frontier orbital gap (spin up / spin down)   7.11 / 6.84 eV
E_LUMO (spin up / spin down)   -0.54 / -0.89 eV

Last column: Mulliken charge in e.
Cartesian coordinates (Å):
Mo -1.349 0.235 -0.030  -1.15
C -4.354 -0.333 -1.048  -1.02
N -3.532 -0.517 0.173  1.13
C -3.994 0.429 1.213  -1.37
C -3.166 0.374 2.482  -0.61
N -1.668 0.435 2.297  2.71
C -1.052 -0.769 2.952  -1.55
C -1.094 1.570 3.058  -0.47
C -1.609 1.797 4.339  -0.77
C -1.134 2.795 5.160  -1.09
C -0.081 3.586 4.720  -0.80
C 0.480 3.328 3.491  -1.03
C 0.000 2.319 2.639  0.83
S 0.866 2.355 1.105  -0.15
C -3.639 -1.911 0.615  -0.71
C -4.872 -2.408 1.028  -0.63
C -5.008 -3.728 1.417  -0.89
C -3.897 -4.564 1.383  -0.70
C -2.674 -4.076 0.966  -0.87
C -2.520 -2.740 0.574  1.07
S -0.926 -2.171 0.091  -0.25
H -5.416 -0.454 -0.819  0.46
H -4.074 -1.085 -1.780  0.30
H -4.192 0.661 -1.457  0.07
H -5.033 0.224 1.492  0.56
H -3.984 1.429 0.781  0.47
H -3.405 -0.537 3.034  0.28
H -3.499 1.221 3.074  0.66
H -1.193 -0.704 4.033  0.49
H 0.011 -0.785 2.725  0.05
H -1.513 -1.677 2.580  0.55
H -2.403 1.166 4.715  0.49
H -1.574 2.944 6.138  0.42
H 0.313 4.380 5.340  0.41
H 1.323 3.916 3.148  0.47
H -5.739 -1.759 1.043  0.30
H -5.970 -4.101 1.742  0.43
H -3.988 -5.600 1.684  0.41
H -1.805 -4.722 0.942  0.54
F 0.316 -0.083 -6.935  -0.25
C -0.959 -0.227 -6.546  0.66
F -1.671 0.743 -7.137  -0.25
F -1.399 -1.400 -7.016  -0.29
C -1.073 -0.140 -5.044  0.43
C -0.692 1.024 -4.403  -1.56
C -0.791 1.084 -3.028  -0.54
N -1.241 0.061 -2.283  1.46
C -1.602 -1.062 -2.918  -0.63
C -1.538 -1.202 -4.291  -1.24
H -0.325 1.880 -4.951  0.55
H -0.489 1.984 -2.509  0.15
H -1.915 -1.882 -2.287  0.48
H -1.837 -2.131 -4.754  0.57
C 0.740 0.789 0.237  3.11
Ge 2.578 0.183 -0.039  1.38
C 2.786 -1.322 -1.267  -0.28
C 1.741 -1.862 -2.011  0.71
C 1.963 -2.894 -2.916  -0.84
C 3.241 -3.401 -3.088  -0.68
C 4.296 -2.873 -2.353  -0.69
C 4.069 -1.842 -1.453  -0.69
C 3.225 -0.367 1.719  0.60
C 4.106 0.338 2.534  -0.47
C 4.420 -0.120 3.809  -0.76
C 3.856 -1.294 4.286  -0.56
C 2.978 -2.011 3.484  -0.47
C 2.668 -1.550 2.213  -0.45
C 3.483 1.676 -0.933  0.40
C 3.302 1.751 -2.317  -0.20
C 3.801 2.816 -3.053  -0.78
C 4.500 3.831 -2.414  -0.56
C 4.692 3.773 -1.042  -0.90
C 4.183 2.707 -0.309  -0.06
H 0.461 1.147 -0.775  -1.85
H 0.734 -1.483 -1.881  0.11
H 1.133 -3.305 -3.480  0.47
H 3.418 -4.206 -3.790  0.37
H 5.297 -3.265 -2.483  0.41
H 4.904 -1.437 -0.890  0.38
H 4.559 1.258 2.187  0.16
H 5.107 0.443 4.428  0.42
H 4.101 -1.650 5.279  0.39
H 2.536 -2.931 3.848  0.42
H 1.978 -2.121 1.596  0.32
H 2.775 0.955 -2.836  0.37
H 3.650 2.852 -4.125  0.43
H 4.891 4.665 -2.983  0.38
H 5.231 4.564 -0.535  0.40
H 4.322 2.704 0.764  0.16
Cl -2.749 4.052 1.295  -0.37
Ge -2.003 2.873 -0.405  1.41
Cl -0.649 4.275 -1.436  -0.37
Cl -3.749 3.112 -1.800  -0.41

(3)
C41H38ClCuN4O2PS as an isolated structure, computed with ωB97M-V/def2-TZVPD.

## Properties
Spin multiplicity   2
Expectation value of S²   0.77
Frontier orbital gap (spin up / spin down)   7.33 / 6.45 eV
E_LUMO (spin up / spin down)   0.23 / -0.73 eV

Last column: Mulliken charge in e.
Cartesian coordinates (Å):
Cu 8.646 13.246 12.923  -0.07
Cl 11.470 12.441 15.288  -0.17
C 11.408 13.842 16.263  0.97
C 12.435 13.921 17.231  -0.62
C 12.503 14.952 18.119  -0.61
C 11.517 15.964 18.080  -0.78
C 10.517 15.932 17.094  -0.65
C 10.510 14.893 16.127  -0.25
P 9.248 15.047 14.805  1.85
C 7.793 15.152 15.980  0.56
C 7.721 14.166 16.972  -0.43
C 6.593 14.105 17.779  -0.63
C 5.503 14.932 17.612  -0.74
C 5.620 15.957 16.649  -0.57
C 6.726 16.066 15.798  -0.42
C 9.419 16.782 14.244  0.83
C 8.410 17.330 13.407  -0.22
C 8.551 18.592 12.877  -0.99
C 9.692 19.346 13.176  -0.65
C 10.696 18.791 13.984  -0.81
C 10.600 17.492 14.472  -0.73
H 13.157 13.119 17.278  0.46
H 13.269 14.956 18.890  0.39
H 11.542 16.795 18.787  0.39
H 9.703 16.647 17.131  0.42
H 8.514 13.415 17.032  0.34
H 6.518 13.364 18.572  0.38
H 4.589 14.852 18.208  0.40
H 4.818 16.661 16.517  0.44
H 6.771 16.859 15.046  0.35
H 7.515 16.720 13.180  0.11
H 7.743 19.060 12.305  0.36
H 9.858 20.322 12.730  0.42
H 11.570 19.386 14.239  0.38
H 11.424 16.991 14.970  0.42
C 10.135 17.378 6.884  -1.43
C 10.692 16.582 8.007  0.92
C 10.796 17.140 9.284  -0.65
C 11.200 16.371 10.372  -0.19
C 11.541 15.067 10.159  0.10
C 11.600 14.488 8.889  -0.55
C 11.150 15.238 7.831  -0.68
S 11.881 14.052 11.589  0.63
O 11.853 14.828 12.800  -0.49
O 13.113 13.368 11.252  -0.77
N 10.522 13.116 11.689  0.46
C 10.369 11.946 11.010  0.23
C 11.441 11.229 10.370  -0.72
C 11.171 10.142 9.584  -0.41
C 9.867 9.660 9.446  -0.78
C 8.913 10.348 10.219  -0.46
N 9.138 11.431 10.944  0.11
H 9.752 18.336 7.303  0.33
H 9.286 16.805 6.445  0.31
H 10.861 17.654 6.081  0.33
H 10.450 18.155 9.486  0.28
H 11.267 16.846 11.368  0.29
H 12.023 13.480 8.763  0.47
H 11.231 14.854 6.818  0.41
H 12.447 11.590 10.575  0.67
H 12.009 9.634 9.078  0.37
H 9.585 8.779 8.857  0.40
H 7.882 10.002 10.235  0.43
C 7.809 11.979 14.311  -1.17
C 7.595 10.581 13.935  0.63
C 6.276 10.123 13.652  -0.33
C 6.007 8.778 13.450  -0.65
C 7.038 7.830 13.426  -0.44
C 8.387 8.284 13.533  -0.60
C 8.647 9.631 13.813  -0.01
H 8.640 12.132 14.987  0.16
H 6.900 12.486 14.597  0.60
H 5.473 10.865 13.622  0.35
H 5.013 8.428 13.192  0.36
H 6.845 6.750 13.358  0.37
H 9.234 7.587 13.423  0.38
H 9.655 9.987 13.947  0.37
C 4.830 16.593 10.694  -0.91
N 5.866 15.517 10.747  0.17
C 6.838 15.228 9.761  -0.77
C 7.695 14.378 10.346  -0.58
N 7.266 14.113 11.667  0.34
C 6.166 14.771 11.857  -0.36
H 4.147 16.351 9.849  0.35
H 5.249 17.616 10.631  0.28
H 4.261 16.537 11.619  0.32
H 6.949 15.734 8.816  0.47
H 8.572 13.919 9.918  0.35
H 5.581 14.752 12.765  0.55

(4)
C41H38HgIN10O4P as an isolated structure, computed with ωB97M-V/def2-TZVPD.

## Properties
Charge   -1
Spin multiplicity   2
Expectation value of S²   0.78
Frontier orbital gap (spin up / spin down)   5.56 / 7.31 eV
E_LUMO (spin up / spin down)   2.49 / 2.46 eV

Last column: Mulliken charge in e.
Cartesian coordinates (Å):
Hg 0.168 0.473 -1.168  2.44
C 1.886 -4.575 -1.773  -1.36
C 0.403 -4.301 -1.865  0.58
N -0.315 -5.255 -2.463  -0.74
C -1.649 -5.094 -2.470  -1.02
C -2.304 -4.002 -1.950  0.82
C -3.806 -3.992 -1.949  -0.85
O -4.380 -4.115 -0.640  -0.60
C -1.539 -2.932 -1.389  0.83
C -2.219 -1.776 -0.935  -1.87
N -1.783 -0.523 -0.677  -0.04
C -2.596 0.175 0.210  -0.13
C -3.172 -0.476 1.315  0.44
C -3.988 0.181 2.214  -1.23
C -4.250 1.533 2.061  -0.63
C -3.690 2.210 0.989  -0.35
C -2.896 1.538 0.073  -0.26
I -2.262 2.618 -1.601  0.14
C -0.118 -3.112 -1.354  1.26
O 0.482 -1.377 -2.751  -0.09
H 2.058 -5.651 -1.757  0.37
H 2.344 -4.124 -0.893  0.30
H 2.389 -4.166 -2.655  0.27
H -2.224 -5.909 -2.902  0.35
H -4.168 -4.855 -2.511  0.41
H -4.189 -3.085 -2.431  0.28
H -3.777 -3.688 -0.021  0.45
H -3.303 -1.860 -0.872  0.97
H -2.913 -1.516 1.471  0.42
H -4.404 -0.363 3.054  0.32
H -4.873 2.066 2.769  0.46
H -3.888 3.266 0.854  0.38
C 0.499 -1.517 -6.840  -0.98
N 0.445 -0.233 -6.178  0.23
C -0.219 0.870 -6.651  -0.25
C -0.146 1.802 -5.656  -0.83
N 0.535 1.295 -4.585  -0.27
C 0.882 0.064 -4.915  0.18
P 1.614 -1.230 -3.789  -0.82
C 2.730 -0.059 -2.871  -0.08
N 2.263 0.828 -2.018  0.19
C 3.326 1.459 -1.434  -0.42
C 4.474 0.928 -1.944  -0.79
N 4.084 -0.035 -2.852  0.24
C 4.960 -0.934 -3.570  -0.84
C 0.573 -2.609 -0.136  -1.57
N 1.226 -1.486 0.092  0.30
C 1.637 -1.528 1.399  -1.10
C 1.231 -2.694 1.968  -0.68
N 0.555 -3.380 0.983  0.45
C -0.119 -4.649 1.158  -0.72
H 1.298 -2.111 -6.404  0.34
H 0.696 -1.374 -7.903  0.36
H -0.440 -2.059 -6.717  0.31
H -0.665 0.889 -7.632  0.43
H -0.542 2.805 -5.652  0.42
H 3.189 2.254 -0.723  0.38
H 5.512 1.146 -1.759  0.37
H 5.975 -0.542 -3.525  0.32
H 4.655 -1.008 -4.611  0.31
H 4.938 -1.930 -3.127  0.28
H 2.170 -0.707 1.848  0.64
H 1.346 -3.093 2.961  0.49
H -0.227 -4.834 2.225  0.37
H 0.446 -5.464 0.704  0.23
H -1.105 -4.620 0.693  0.27
O 1.374 3.874 -0.568  -0.69
C 1.018 3.303 0.449  -0.74
N 1.049 3.886 1.705  -0.02
C 0.460 3.036 2.705  2.81
C 0.227 1.753 1.839  -0.80
O -0.213 0.713 2.297  -0.43
N 0.570 2.005 0.560  0.21
C -0.880 3.548 3.242  -0.20
C -1.669 2.728 4.048  0.65
C -2.858 3.195 4.581  -1.19
C -3.293 4.486 4.311  -0.44
C -2.527 5.299 3.492  -1.03
C -1.330 4.833 2.963  -0.10
C 1.420 2.776 3.870  -0.41
C 2.385 3.726 4.190  -0.31
C 3.241 3.541 5.265  -0.87
C 3.152 2.393 6.038  -0.44
C 2.203 1.434 5.717  -1.08
C 1.341 1.622 4.646  0.19
H 1.130 4.883 1.771  0.36
H -1.363 1.708 4.229  0.19
H -3.458 2.538 5.197  0.38
H -4.226 4.848 4.724  0.40
H -2.860 6.303 3.257  0.38
H -0.764 5.482 2.310  0.26
H 2.484 4.617 3.584  0.34
H 3.983 4.296 5.495  0.39
H 3.822 2.243 6.875  0.39
H 2.134 0.524 6.301  0.39
H 0.628 0.854 4.382  0.32

(5)
C41H38N2P2S4Zr as an isolated structure, computed with ωB97M-V/def2-TZVPD.

## Properties
Frontier orbital gap   7.63 eV
E_LUMO   0.40 eV

Last column: Mulliken charge in e.
Cartesian coordinates (Å):
Zr 0.783 -0.471 0.730  -1.02
C 1.264 -3.363 -0.916  -1.38
N 1.488 -2.839 0.468  1.60
C 0.546 -3.539 1.389  -1.38
C 0.597 -2.948 2.770  -1.13
N 0.102 -1.536 2.824  1.78
C -1.388 -1.537 2.995  -1.40
C 0.641 -0.844 4.015  -0.37
C 0.816 -1.548 5.197  -0.46
C 1.271 -0.898 6.335  -0.98
C 1.525 0.465 6.283  -0.69
C 1.327 1.162 5.100  -0.69
C 0.889 0.518 3.946  1.14
S 0.629 1.392 2.427  -0.36
C 2.882 -3.154 0.868  -0.58
C 3.363 -4.450 0.688  -0.61
C 4.657 -4.778 1.047  -0.96
C 5.478 -3.795 1.591  -0.62
C 4.992 -2.517 1.783  -0.72
C 3.675 -2.172 1.442  1.21
S 3.082 -0.567 1.835  -0.19
H 1.266 -4.452 -0.913  0.47
H 2.059 -2.995 -1.557  0.40
H 0.310 -3.010 -1.291  0.23
H 0.818 -4.595 1.460  0.53
H -0.455 -3.483 0.962  0.71
H 1.625 -2.949 3.127  0.70
H 0.004 -3.571 3.443  0.46
H -1.630 -1.965 3.969  0.44
H -1.854 -2.107 2.198  0.44
H -1.746 -0.509 2.942  0.22
H 0.605 -2.607 5.245  0.37
H 1.419 -1.453 7.252  0.41
H 1.882 0.987 7.162  0.37
H 1.531 2.225 5.049  0.47
H 2.728 -5.216 0.263  0.26
H 5.020 -5.787 0.901  0.40
H 6.498 -4.030 1.870  0.39
H 5.624 -1.752 2.218  0.47
S -1.550 -1.516 -0.432  -0.92
P -1.776 0.501 -0.601  1.70
C -0.265 1.251 -0.463  -0.86
P 0.804 1.230 -1.793  2.10
S 2.313 -0.059 -1.373  -0.70
C 0.145 0.801 -3.431  0.09
C 0.173 -0.520 -3.866  -0.36
C -0.334 -0.860 -5.115  -0.71
C -0.860 0.122 -5.943  -0.52
C -0.886 1.445 -5.517  -0.77
C -0.388 1.782 -4.268  -0.24
C 1.545 2.867 -2.033  0.08
C 1.302 3.873 -1.105  -0.44
C 1.923 5.112 -1.240  -0.74
C 2.781 5.348 -2.303  -0.43
C 3.022 4.345 -3.238  -0.72
C 2.410 3.111 -3.100  -0.41
C -2.872 1.043 0.741  0.66
C -4.066 0.362 0.984  -0.48
C -4.910 0.771 2.003  -0.69
C -4.563 1.867 2.794  -0.49
C -3.381 2.548 2.553  -0.75
C -2.534 2.137 1.524  -0.12
C -2.781 0.934 -2.049  1.01
C -3.145 2.269 -2.240  -0.71
C -4.002 2.609 -3.274  -0.66
C -4.499 1.622 -4.121  -0.50
C -4.135 0.298 -3.936  -0.74
C -3.278 -0.046 -2.895  -0.26
H 0.612 -1.277 -3.229  0.09
H -0.304 -1.891 -5.446  0.43
H -1.247 -0.141 -6.920  0.40
H -1.295 2.216 -6.159  0.43
H -0.401 2.818 -3.952  0.50
H 0.630 3.675 -0.279  0.28
H 1.737 5.888 -0.507  0.43
H 3.264 6.312 -2.405  0.38
H 3.693 4.527 -4.067  0.40
H 2.610 2.331 -3.827  0.41
H -4.330 -0.498 0.378  0.40
H -5.835 0.237 2.185  0.42
H -5.219 2.181 3.597  0.38
H -3.107 3.395 3.169  0.44
H -1.597 2.647 1.342  0.24
H -2.767 3.036 -1.572  0.40
H -4.288 3.643 -3.420  0.43
H -5.169 1.889 -4.930  0.40
H -4.514 -0.470 -4.599  0.43
H -2.989 -1.079 -2.741  0.33

Number 1: total energy -175322.1008 eV, maximum force 1.14 eV/A. Number 2: total energy -229886.5275 eV, maximum force 0.88 eV/A. Number 3: total energy -130474.0953 eV, maximum force 2.29 eV/A. Number 4: total energy -87792.1291 eV, maximum force 2.33 eV/A. Number 5: total energy -109318.7589 eV, maximum force 0.78 eV/A.